[1]
Computed, not measured: a single C18H20N2O4S molecule, with the ωB97M-V functional and the def2-TZVPD basis.

Last column: Löwdin charge in e.
Element x y z (Å)
C  4.2751  3.1410  -0.0862  -0.063
H  4.4632  2.9999  0.9753  0.080
H  4.8117  4.0246  -0.4201  0.074
H  3.2093  3.3013  -0.2320  0.067
C  4.7493  1.9193  -0.8680  -0.180
N  4.0565  0.7220  -0.4574  0.011
C  2.7698  0.3754  -0.8083  -0.136
C  1.8129  0.9408  -1.6161  0.026
C  0.5836  0.2617  -1.7349  -0.036
C  0.3097  -0.9194  -1.0936  -0.232
C  1.2691  -1.5360  -0.2594  -0.129
C  2.4739  -0.8423  -0.1550  -0.065
C  3.5731  -1.2572  0.6085  -0.051
C  3.4766  -2.4310  1.3139  0.020
C  2.2706  -3.1536  1.2250  -0.043
C  1.1934  -2.7393  0.4726  0.007
H  0.2923  -3.3282  0.4162  0.101
H  2.1942  -4.0803  1.7747  0.107
H  4.2929  -2.7988  1.9161  0.121
C  4.6164  -0.2174  0.4104  -0.343
O  5.7339  -0.1390  0.8627  0.111
S  -1.2959  -1.6581  -1.2890  0.666
O  -2.0569  -0.8838  -2.2314  -0.293
O  -1.1931  -3.0699  -1.5135  -0.287
N  -1.8890  -1.5042  0.2774  -0.117
H  -2.6110  -2.1907  0.4411  0.107
C  -2.2420  -0.1742  0.7125  -0.176
H  -1.4211  0.4854  0.4230  0.123
H  -2.3170  -0.1688  1.8043  0.136
C  -3.5451  0.3675  0.1149  -0.333
H  -3.4530  0.3800  -0.9801  0.131
C  -4.8012  -0.4340  0.5291  -0.118
H  -5.2000  -0.9833  -0.3219  0.116
H  -4.5667  -1.1449  1.3217  0.107
C  -5.7811  0.6398  1.0241  -0.145
H  -5.8420  0.6319  2.1120  0.109
C  -5.1214  1.9386  0.5484  -0.202
H  -5.4317  2.1700  -0.4813  0.124
O  -3.7352  1.6893  0.5922  -0.098
H  -5.3253  2.7972  1.1882  0.122
H  -6.7817  0.5182  0.6164  0.108
H  -0.1928  0.6752  -2.3607  0.116
H  1.9694  1.8641  -2.1505  0.112
H  4.5943  2.0656  -1.9411  0.124
H  5.8121  1.7455  -0.6800  0.122

Results
SMILES = CCN1C(=O)c2cccc3c(S(=O)(=O)NC[C@H]4CCCO4)ccc1c23
HOMO-LUMO gap = 7.90 eV

[2]
Computed, not measured: a 2-piece molecular cluster, C4H8N2O2 overall at a distorted geometry, with the ωB97M-V functional and the def2-TZVPD basis.

Last column: Löwdin charge in e.
Element x y z (Å)
C  -0.6689  0.5028  -2.0390  -0.450
C  0.5923  -1.3058  0.1568  -0.022
C  -1.3361  0.0519  1.1103  -0.054
C  0.0564  -0.0046  0.6975  -0.479
N  0.7123  1.0098  0.9235  -0.014
N  -0.1329  1.5396  -1.8462  0.218
O  -1.3009  -0.4037  -2.4081  0.148
O  1.9788  1.2035  0.5264  0.036
H  1.6265  -1.2989  -0.0895  0.058
H  0.0148  -1.6800  -0.6049  0.047
H  0.6472  -1.9987  0.9224  0.063
H  -1.6931  1.0551  0.8843  0.089
H  -1.6049  -0.1536  2.1236  0.075
H  -2.0919  -0.5856  0.6667  0.086
H  2.4856  0.3704  0.2893  0.127
H  0.7150  1.6979  -1.3130  0.071

Results
⟨S²⟩ = 2.0065
HOMO-LUMO gap (alpha / beta) = 5.79 / 7.56 eV
Multiplicity = 3

[3]
Computed, not measured: a 15-piece molecular cluster, H31O15 overall at a distorted geometry, with the ωB97M-V functional and the def2-TZVPD basis.

Last column: Löwdin charge in e.
Element x y z (Å)
O  -3.4162  1.4806  -0.3618  -0.032
H  -1.5019  -2.1896  -1.9616  0.071
H  -3.7430  0.6015  -0.0137  0.055
O  2.0948  0.2729  2.0226  -0.083
H  0.8832  0.9569  4.2288  0.057
H  2.2683  1.0018  2.6480  0.030
O  -2.9298  -1.7257  -0.9232  -0.046
H  -1.8624  -1.0933  -3.1658  0.097
H  -3.0503  -0.0372  1.8475  -0.008
O  2.2348  -2.6828  1.1177  -0.025
H  -0.4788  1.8262  -1.5055  0.045
H  2.6865  -2.4484  0.3147  0.009
O  -1.7164  1.7558  1.9538  -0.064
H  -1.3623  2.6147  2.2336  0.072
H  -0.9780  1.1766  2.2386  0.014
O  -0.8804  -1.7521  -2.5746  0.028
H  -3.1787  -2.6556  -0.9848  0.079
H  -2.5732  -1.6729  -0.0061  0.062
O  -2.3006  -0.0849  -3.4969  0.098
H  2.4745  -2.1981  -1.6176  0.046
H  -2.0969  1.3223  -0.7773  0.051
O  -0.3615  -0.4517  0.8215  -0.047
H  2.8362  -0.3328  2.1579  0.070
H  -0.1482  -0.5737  -0.1034  0.006
O  -1.3290  1.3981  -1.5934  -0.149
H  -0.1826  -1.2182  -2.1829  0.055
H  3.4278  0.4996  -2.2905  0.015
O  4.1313  0.6069  -0.4109  -0.059
H  -4.6966  -0.3184  1.5830  0.094
O  0.1665  0.4589  3.8084  -0.046
H  0.6072  -0.3022  3.4182  0.031
H  -3.0023  0.2751  -2.9072  0.128
O  1.5787  -1.9141  -1.8056  -0.068
H  0.4997  -0.6392  1.2452  0.012
H  1.5284  -1.7487  -2.7545  0.044
O  3.0466  -0.1133  -2.9369  -0.045
H  -1.6663  0.5465  -2.9972  0.094
H  3.3650  0.2177  -3.7572  0.036
O  -3.7589  -0.4460  1.4541  0.003
H  -3.0291  1.6320  0.5379  0.048
H  1.9174  2.7963  1.4979  0.058
O  2.5413  2.8946  2.2367  -0.033
H  2.3725  3.7778  2.5166  0.044
H  1.7587  -3.5113  1.0398  0.055
H  3.2531  0.9023  -0.1012  0.031
H  4.5712  1.0951  0.3071  0.063

Results
Total charge = +1
HOMO-LUMO gap = 11.35 eV

[4]
Computed, not measured: an isolated ion of composition C4H9N2S and charge +1 at a distorted geometry, with the ωB97M-V functional and the def2-TZVPD basis.

Last column: Löwdin charge in e.
Element x y z (Å)
C  -1.0047  -1.9476  0.3607  -0.379
C  -0.5521  -0.0984  -1.2369  -0.361
C  0.0017  0.0962  0.1824  -0.552
C  -0.3587  1.4634  0.6793  -0.019
N  -0.4312  -0.9812  0.9471  0.012
N  1.6512  0.0566  0.1536  0.289
S  -1.3595  -1.7772  -1.4045  0.945
H  -1.3642  -2.9417  0.8181  0.126
H  -1.2842  0.6075  -1.4298  0.055
H  0.2567  0.0993  -1.9572  0.098
H  -1.3557  1.4119  1.1395  0.110
H  -0.3143  2.2924  -0.1665  0.149
H  0.3246  1.7319  1.5107  0.094
H  1.8142  0.5030  -0.6839  0.109
H  1.8018  -0.9146  0.0999  0.135
H  2.1744  0.3986  0.9875  0.190

Results
Total charge = +1
SMILES = C[C@]1([NH3+])CSC=N1
HOMO-LUMO gap = 10.00 eV

[5]
Computed, not measured: C4H10O2 as an isolated structure at a distorted geometry, with the ωB97M-V functional and the def2-TZVPD basis.

Last column: Löwdin charge in e.
Element x y z (Å)
C  2.1388  0.3850  -0.5113  -0.037
C  1.1404  0.3317  0.6301  -0.172
C  -0.6748  -0.8887  -0.3219  -0.303
C  -2.0404  -0.3389  0.0224  -0.248
H  3.0964  0.3259  0.2618  0.143
H  2.2258  1.2394  -0.7490  -0.030
H  1.8760  -0.3062  -0.9559  -0.064
H  0.2573  0.9903  0.4789  0.092
H  2.0292  0.2221  1.7030  0.197
H  -0.4862  -1.9723  -0.5431  0.136
H  -0.0913  -0.3211  -1.3964  0.199
H  -2.0333  -0.6221  1.0882  0.119
H  -2.9463  -0.6418  -0.7516  0.174
H  -2.9106  1.4221  0.3011  0.182
O  0.2952  -0.9222  0.6464  -0.216
O  -1.8764  1.0967  0.0974  -0.170

Results
HOMO-LUMO gap = 10.21 eV

Asked for DFT total energy across the records above, the calculation gives -1506.5908 -416.9425 -1146.8997 -665.2257 -308.5882 Ha in order.
Asked for ΔE to the lowest compared entry with this formula, charge and spin across the records above, the calculation gives 114.0 315.4 270.9 174.9 813.7 kJ/mol in order.